{
  "formula": "C31H40BClF3I2N4O9PS",
  "method": "wB97M-V/def2-TZVPD",
  "elements": ["C", "C", "C", "O", "C", "C", "C", "C", "C", "S", "C", "N", "N", "C", "O", "N", "B", "O", "O", "C", "C", "C", "C", "F", "C", "I", "C", "C", "I", "C", "Cl", "C", "O", "O", "N", "P", "O", "O", "O", "H", "H", "H", "H", "H", "H", "H", "H", "H", "H", "H", "H", "H", "H", "H", "H", "H", "H", "H", "H", "H", "H", "H", "H", "H", "H", "H", "H", "H", "H", "F", "C", "C", "C", "C", "C", "C", "H", "H", "H", "H", "H", "F", "C", "C", "C", "C", "C", "C", "H", "H", "H", "H", "H"],
  "coordinates": [[2.52249, -5.54031, 1.03470], [2.22568, -4.32596, 0.09067], [1.99702, -3.07604, 0.95702], [1.76027, -1.92494, 0.16607], [0.36063, -1.70537, -0.07881], [-0.08440, -0.56949, 0.84733], [-1.58075, -0.55070, 1.30614], [-2.23076, -1.93366, 1.27602], [-1.62106, -2.97763, 2.26679], [-1.53698, -4.63673, 1.53855], [-2.81414, -5.53417, 2.37313], [-3.89014, -4.89291, 2.67169], [-4.69615, -5.83521, 3.28904], [-4.05094, -6.92581, 3.33139], [-2.81277, -6.81134, 2.75401], [-1.59472, 0.07815, 2.68447], [-2.90081, -0.13698, 3.45592], [-2.91241, -0.35303, 4.83086], [-4.10304, -0.27266, 2.85372], [-5.05750, -1.09231, 3.54593], [-0.93312, 1.48407, 2.73234], [0.20851, 1.25753, 3.74051], [-0.21614, 1.01223, 5.22470], [0.78792, 1.42609, 6.07360], [-1.91281, 2.63532, 3.01140], [-3.92331, 2.71459, 2.21866], [-1.62865, 3.76807, 3.69675], [-0.29158, 4.12820, 4.29580], [-3.04034, 5.36008, 4.02529], [-0.28030, 1.87397, 1.30322], [1.16991, 2.97576, 1.53501], [-1.26131, 2.77163, 0.42992], [-1.15408, 4.00601, 0.45812], [-2.08231, 2.16263, -0.29905], [0.24203, 0.79618, 0.46117], [0.71055, 1.10420, -1.09953], [1.02006, 2.47129, -1.51403], [2.03540, 0.25360, -1.53859], [-0.44727, 0.56572, -2.11309], [3.59097, -5.76151, 1.05439], [1.95269, -6.39737, 0.66611], [2.17194, -5.28443, 2.04249], [1.39942, -4.51598, -0.60259], [3.13747, -4.16217, -0.49320], [1.25857, -3.24647, 1.75656], [2.95658, -2.89641, 1.46554], [-0.07919, -2.68023, 0.16814], [0.16542, -1.57046, -1.14603], [0.49859, -0.78513, 1.76814], [-2.22511, 0.08819, 0.67695], [-2.10462, -2.35915, 0.27298], [-3.31639, -1.95424, 1.39848], [-2.29825, -3.05365, 3.12898], [-0.64260, -2.62069, 2.61043], [-4.48765, -7.80889, 3.77368], [-1.00023, -0.59896, 3.17756], [-2.53573, -1.21136, 5.06371], [-4.67274, -2.06578, 3.86405], [-5.85620, -1.29982, 2.82320], [-5.54078, -0.53864, 4.35572], [0.82237, 0.37174, 3.50880], [0.95661, 2.03742, 3.83689], [-0.40678, -0.05428, 5.39803], [-1.14078, 1.56367, 5.42653], [-0.42805, 5.03338, 4.90455], [0.46436, 4.44920, 3.57389], [0.14170, 3.43419, 5.01567], [1.86531, -0.08631, -2.42569], [-0.22922, 0.85378, -3.00879], [7.25000, 4.03331, -3.99101], [5.98335, 3.61531, -3.77740], [5.63079, 3.14366, -2.52629], [4.32754, 2.71717, -2.30594], [3.40173, 2.75995, -3.33798], [3.77494, 3.23130, -4.58610], [5.07313, 3.66794, -4.81366], [6.37132, 3.11268, -1.73731], [4.03274, 2.35278, -1.33112], [2.39026, 2.42965, -3.16830], [3.04483, 3.25423, -5.38582], [5.37942, 4.04462, -5.78121], [-0.83365, 0.09870, -6.08942], [-0.29394, 0.92503, -7.01283], [0.93023, 0.61111, -7.56749], [1.48373, 1.46049, -8.51624], [0.80976, 2.61515, -8.88938], [-0.42017, 2.91765, -8.31880], [-0.98052, 2.06590, -7.37737], [1.44482, -0.28937, -7.25774], [2.44010, 1.22185, -8.96226], [1.24359, 3.27979, -9.62511], [-0.94386, 3.81961, -8.60613], [-1.94054, 2.28185, -6.92712]],
  "forces_ev_per_a": [[-0.7, 0.6, -0.7], [0.5, -0.3, 0.9], [1.3, -0.2, -0.5], [-0.6, 0.2, 0.0], [1.0, -0.8, 0.1], [-0.9, 0.1, 1.4], [-1.0, -0.4, -1.4], [0.1, -1.3, 0.1], [-1.2, 0.8, 0.3], [0.9, -1.0, 0.0], [0.1, 2.1, -0.3], [-0.4, -0.6, 0.1], [-0.7, 0.7, 0.4], [-0.3, 0.1, 0.0], [0.2, -0.7, 0.1], [-0.5, -0.6, -0.5], [-2.5, 0.1, 0.9], [1.1, -0.2, -0.7], [1.3, -0.8, -0.1], [-1.4, 0.2, -0.6], [1.6, 0.4, -0.9], [0.6, -0.5, 2.1], [-0.9, 0.0, -1.1], [0.1, -0.1, -0.1], [-1.4, 1.0, 1.1], [0.7, -0.8, -0.2], [0.5, -0.6, -0.1], [0.1, 1.5, 1.0], [0.8, -0.4, 0.0], [0.7, 1.0, -1.1], [-0.2, -0.5, 0.6], [-1.4, 2.0, -1.9], [0.5, -0.8, 1.1], [0.7, -1.5, 0.9], [0.3, -1.4, -0.4], [0.4, 1.8, -3.0], [-0.4, 0.6, 1.2], [-1.1, -0.7, 1.1], [0.4, -1.2, 0.9], [-0.2, -0.1, 0.1], [0.3, -0.1, 0.3], [0.1, -0.3, -0.1], [0.0, 0.0, 0.2], [-0.4, 0.2, -0.2], [-0.2, 0.1, -0.3], [-0.3, 0.1, 0.0], [-0.6, 0.5, 0.1], [0.1, 0.3, 0.2], [-0.1, -0.1, -0.3], [0.7, 0.2, -0.1], [0.1, 0.5, 0.1], [0.2, 0.4, 0.1], [0.3, -0.1, 0.0], [0.1, -0.6, -0.1], [0.8, -0.4, -0.3], [0.5, 0.8, 0.3], [0.1, 0.2, 0.4], [0.2, 0.3, 0.1], [0.3, 0.0, 0.0], [0.4, -0.1, 0.1], [-0.3, 0.2, -0.7], [-0.4, 0.2, -0.6], [0.1, 0.2, 0.3], [0.2, 0.0, 0.3], [-0.1, -0.3, -0.1], [-0.3, -0.5, -0.2], [-0.2, -0.2, -0.3], [0.2, -0.2, 0.1], [-0.2, 0.3, 0.0], [0.0, 0.0, 0.0], [-0.3, -0.1, 0.1], [0.1, 0.0, 0.1], [0.1, 0.0, -0.1], [0.0, -0.1, -0.2], [0.1, 0.0, 0.0], [0.1, 0.1, -0.2], [0.0, 0.0, 0.0], [0.0, 0.0, 0.0], [0.0, 0.1, 0.1], [0.1, 0.1, 0.0], [0.0, 0.0, 0.0], [0.1, 0.0, 0.0], [0.1, 0.2, -0.2], [0.2, -0.3, 0.1], [-0.2, 0.1, 0.1], [0.0, 0.1, -0.1], [0.1, -0.1, 0.0], [-0.2, 0.1, 0.1], [0.0, 0.0, 0.0], [0.0, 0.0, 0.0], [0.0, 0.0, 0.0], [0.0, 0.0, 0.0], [0.0, 0.0, 0.0]],
  "mulliken_charge": [-1.1888, -0.3166, -0.4224, -0.1870, -1.1142, 1.2309, -0.6988, -1.5038, -1.0060, -0.1969, 0.4248, 0.1033, -0.6808, 0.0422, -0.2926, 0.7722, 0.2794, -0.3436, -0.4851, -0.7853, 0.8212, -1.6556, -0.6564, -0.3837, -1.0208, 0.0468, 0.3379, -1.0486, 0.0091, 0.6750, -0.2929, 0.4546, -0.7858, -0.6486, 0.6187, 0.3038, -0.8190, -0.3985, -0.5682, 0.3742, 0.2684, 0.3287, 0.3196, 0.3636, 0.0295, 0.4442, 0.1777, 0.5319, -0.5111, -0.1141, 1.0960, 0.7979, 0.3258, 0.6512, 0.4253, 0.8266, 0.3664, 0.2805, 0.2445, 0.3467, 0.4989, 0.8588, 0.3354, 0.3772, 0.5446, 0.2629, 0.2327, 0.3529, 0.3224, -0.3300, 0.2883, -0.4670, -0.2782, -0.2815, -0.6349, -0.3800, 0.4101, 0.3309, 0.4635, 0.4757, 0.4218, -0.3634, 0.4014, -0.3891, -0.3691, -0.5030, -0.3212, -0.4194, 0.4115, 0.3824, 0.3824, 0.3750, 0.4141],
  "total_energy_ha": -4220.98414,
  "max_force_ev_per_a": 3.52,
  "lumo_ev": -0.78,
  "homo_lumo_gap_ha": 0.254,
  "e_homo_ev": -7.698
}



{
  "formula": "C3H6N4S",
  "method": "wB97M-V/def2-TZVPD",
  "elements": ["S", "N", "N", "N", "C", "N", "H", "H", "C", "C", "H", "H", "H", "H"],
  "coordinates": [[2.37555, -2.13308, -0.20578], [2.77734, -0.60894, 0.01800], [3.90203, 0.00706, 0.16204], [3.73353, 1.30239, 0.07883], [2.50319, 1.61734, -0.02312], [1.78388, 0.43776, -0.15634], [2.21084, 2.63644, 0.14398], [0.73510, 0.25886, 0.04784], [-1.10417, 0.02046, 0.24441], [-0.96454, -1.27785, 0.23477], [-1.58622, 0.64836, -0.53335], [-1.10694, 0.30562, 1.33113], [-0.92051, -1.91405, -0.61360], [-0.81806, -1.86128, 1.19305]],
  "forces_ev_per_a": [[-0.3, -2.6, 0.0], [-1.9, 4.9, -0.5], [0.6, -1.7, -0.5], [2.3, 1.3, 0.9], [-1.6, -2.3, -0.1], [0.2, 0.6, 1.1], [-0.8, 0.0, -0.5], [2.0, -0.2, -0.5], [-1.9, 1.2, 2.1], [0.6, -2.4, 1.0], [1.0, -0.4, 0.4], [-0.2, 1.0, -1.3], [-0.3, -0.3, -0.9], [0.1, 0.9, -1.1]],
  "mulliken_charge": [-0.3419, 0.4943, -0.3693, -0.2847, -0.1018, -0.1425, 0.3946, 0.3249, -0.6573, -0.4614, 0.3237, 0.3108, 0.2979, 0.2129],
  "total_energy_ha": -734.95825,
  "de_lowest_kj_mol": 492.4,
  "smiles": "[S-][n+]1nnc[nH]1.C=C",
  "max_force_ev_per_a": 5.31,
  "lumo_ev": [0.04, 0.04],
  "homo_lumo_gap_ha": [0.303, 0.303],
  "e_homo_ev": [-8.201, -8.201]
}